No. 1
{"formula": "C5H10O2", "method": "ωB97M-V with the def2-TZVPD basis set", "elements": ["C", "O", "C", "C", "C", "C", "O", "H", "H", "H", "H", "H", "H", "H", "H", "H", "H"], "coordinates": [[2.263, -0.489, 0.800], [0.877, -0.440, 0.551], [0.585, -0.080, -0.789], [-0.911, 0.042, -0.979], [-1.869, -0.575, 0.019], [-1.683, 0.913, -0.031], [-1.020, 1.603, 0.982], [2.771, -1.160, 0.091], [2.399, -0.872, 1.814], [2.718, 0.510, 0.725], [1.068, 0.884, -1.020], [1.003, -0.836, -1.473], [-1.212, 0.040, -2.025], [-2.793, -1.006, -0.356], [-1.427, -1.097, 0.863], [-2.492, 1.519, -0.428], [-0.276, 1.044, 1.259]], "e_lumo_ha": 0.03438, "homo_ev": -9.100, "orbital_gap_ev": 10.04, "smiles": "COC[C@H]1C[C@H]1O"}

=====

No. 2
{"formula": "C14H16N2O3", "method": "ωB97M-V with the def2-TZVPD basis set", "elements": ["C", "C", "O", "C", "C", "C", "C", "C", "C", "O", "C", "C", "O", "C", "N", "C", "C", "N", "C", "H", "H", "H", "H", "H", "H", "H", "H", "H", "H", "H", "H", "H", "H", "H", "H"], "coordinates": [[2.101, -1.989, 2.864], [3.014, -1.343, 1.856], [4.169, -1.088, 2.115], [2.467, -1.071, 0.499], [3.378, -1.125, -0.555], [2.985, -0.925, -1.862], [1.655, -0.651, -2.130], [0.735, -0.560, -1.100], [1.121, -0.767, 0.221], [0.275, -0.669, 1.288], [-1.035, -0.179, 1.108], [-1.044, 1.350, 0.926], [-0.765, 2.004, 2.139], [-2.417, 1.850, 0.447], [-2.714, 1.379, -0.873], [-2.129, 1.805, -2.035], [-2.630, 1.011, -3.025], [-3.500, 0.109, -2.499], [-3.528, 0.350, -1.220], [1.451, -2.718, 2.390], [1.477, -1.225, 3.322], [2.702, -2.459, 3.638], [4.408, -1.338, -0.311], [3.704, -0.981, -2.664], [1.321, -0.497, -3.144], [-0.289, -0.333, -1.350], [-1.542, -0.678, 0.276], [-1.557, -0.427, 2.038], [-0.284, 1.617, 0.172], [0.047, 1.635, 2.507], [-3.188, 1.504, 1.139], [-2.400, 2.944, 0.464], [-1.434, 2.619, -2.056], [-2.425, 1.030, -4.076], [-4.127, -0.182, -0.508]], "e_lumo_ha": 0.01614, "homo_ev": -9.023, "orbital_gap_ev": 9.46, "smiles": "CC(=O)c1ccccc1OC[C@H](O)Cn1ccnc1"}

=====

No. 3
{"formula": "C8H8O3", "method": "ωB97M-V with the def2-TZVPD basis set", "elements": ["C", "C", "C", "C", "C", "C", "C", "C", "H", "H", "H", "H", "H", "H", "H", "H", "O", "O", "O"], "coordinates": [[3.641, -0.025, 0.136], [2.165, -0.556, -0.089], [-0.071, 0.384, -0.032], [-0.763, 1.622, -0.068], [-2.197, 1.613, -0.153], [-2.803, 0.306, -0.101], [-2.163, -0.867, 0.032], [-0.689, -0.832, 0.099], [4.365, -0.643, -0.021], [3.625, 0.926, -0.728], [3.942, 0.452, 1.399], [-0.043, 2.567, -0.358], [-2.560, 2.398, -0.251], [-3.958, 0.359, -0.086], [-2.479, -2.745, 0.430], [-0.343, -1.743, 0.134], [1.901, -1.665, -0.492], [1.299, 0.507, 0.111], [-2.871, -2.056, 0.038]], "e_lumo_ha": 0.02633, "homo_ev": -8.838, "orbital_gap_ev": 9.55}

=====

No. 4
{"formula": "CH3ClNO2S", "method": "ωB97M-V with the def2-TZVPD basis set", "elements": ["C", "N", "O", "O", "S", "Cl", "H", "H", "H"], "coordinates": [[-0.405, -0.430, 0.962], [-0.586, 0.469, -0.122], [0.902, 1.608, -1.980], [2.015, 0.159, -0.160], [0.764, 0.322, -1.332], [-1.973, 0.053, -1.183], [-1.034, -0.067, 1.817], [-0.359, -1.618, 0.693], [0.676, -0.496, 1.304]], "e_lumo_ha": 0.13175, "homo_ev": -4.080, "orbital_gap_ev": 7.67, "total_charge": -1}

=====

No. 5
{"formula": "C3H2O2S", "method": "ωB97M-V with the def2-TZVPD basis set", "elements": ["C", "C", "O", "H", "H", "O", "C", "S"], "coordinates": [[0.386, -0.090, -0.105], [0.998, -0.236, -1.229], [1.529, -0.365, -2.255], [0.881, 0.295, 0.764], [-0.643, -0.378, -0.011], [-3.100, 0.303, -2.079], [-2.451, 0.805, -2.892], [-1.575, 1.466, -3.968]], "e_lumo_ha": 0.02268, "homo_ev": -9.470, "orbital_gap_ev": 10.09, "smiles": "C=C=O.O=C=S"}

=====

No. 6
{"formula": "C18H48O18S6", "method": "ωB97M-V with the def2-TZVPD basis set", "elements": ["C", "C", "O", "S", "C", "O", "O", "H", "H", "H", "H", "H", "H", "H", "H", "C", "C", "O", "S", "C", "O", "O", "H", "H", "H", "H", "H", "H", "H", "H", "C", "C", "O", "S", "C", "O", "O", "H", "H", "H", "H", "H", "H", "H", "H", "C", "C", "O", "S", "C", "O", "O", "H", "H", "H", "H", "H", "H", "H", "H", "C", "C", "O", "S", "C", "O", "O", "H", "H", "H", "H", "H", "H", "H", "H", "C", "C", "O", "S", "C", "O", "O", "H", "H", "H", "H", "H", "H", "H", "H"], "coordinates": [[-16.371, -13.718, 4.625], [-17.726, -13.979, 5.202], [-18.424, -12.730, 5.223], [-19.934, -12.778, 5.654], [-20.611, -13.130, 4.069], [-20.177, -13.888, 6.509], [-20.255, -11.466, 6.065], [-16.018, -12.736, 4.924], [-16.415, -13.725, 3.528], [-15.682, -14.532, 4.843], [-18.217, -14.766, 4.616], [-17.628, -14.365, 6.220], [-21.678, -13.248, 4.206], [-20.127, -14.026, 3.702], [-20.383, -12.282, 3.432], [-22.907, -11.766, 9.287], [-21.896, -12.870, 9.546], [-20.736, -12.306, 10.255], [-19.921, -13.236, 11.214], [-20.654, -12.770, 12.747], [-20.220, -14.592, 10.967], [-18.599, -12.774, 11.186], [-23.773, -12.168, 8.765], [-22.482, -10.954, 8.690], [-23.299, -11.321, 10.210], [-22.350, -13.686, 10.122], [-21.566, -13.330, 8.609], [-20.331, -11.744, 12.912], [-20.266, -13.400, 13.537], [-21.731, -12.796, 12.631], [-17.627, -11.328, 8.478], [-17.607, -10.147, 9.444], [-17.797, -8.937, 8.643], [-18.205, -7.637, 9.398], [-16.633, -7.100, 9.970], [-18.662, -6.758, 8.410], [-19.001, -7.988, 10.505], [-17.031, -11.161, 7.574], [-18.642, -11.405, 8.063], [-17.332, -12.267, 8.933], [-18.399, -10.206, 10.186], [-16.645, -10.075, 9.972], [-16.772, -6.154, 10.482], [-16.012, -7.050, 9.083], [-16.224, -7.820, 10.672], [-23.880, -11.792, 5.450], [-25.092, -12.687, 5.493], [-25.114, -13.504, 6.647], [-24.528, -14.957, 6.363], [-25.949, -15.656, 5.595], [-23.458, -14.830, 5.445], [-24.397, -15.555, 7.624], [-22.991, -12.387, 5.645], [-23.918, -11.016, 6.223], [-23.720, -11.177, 4.562], [-25.982, -12.061, 5.521], [-25.154, -13.316, 4.603], [-26.009, -15.300, 4.569], [-26.812, -15.304, 6.143], [-25.826, -16.733, 5.593], [-19.690, -14.969, 16.595], [-18.297, -14.307, 16.587], [-18.385, -13.122, 15.723], [-17.118, -12.180, 15.634], [-17.365, -11.164, 17.058], [-15.948, -12.937, 15.794], [-17.299, -11.380, 14.483], [-20.432, -14.286, 17.008], [-19.732, -15.867, 17.213], [-19.945, -15.247, 15.571], [-17.999, -14.058, 17.619], [-17.520, -14.979, 16.216], [-18.307, -10.650, 16.919], [-16.521, -10.484, 17.076], [-17.381, -11.807, 17.932], [-18.280, -19.202, 9.605], [-19.709, -19.329, 9.189], [-19.768, -19.310, 7.771], [-21.164, -18.947, 7.130], [-21.174, -17.200, 7.281], [-21.054, -19.294, 5.776], [-22.175, -19.521, 7.939], [-17.915, -18.224, 9.268], [-17.659, -19.934, 9.094], [-18.215, -19.248, 10.685], [-20.122, -20.265, 9.578], [-20.311, -18.528, 9.607], [-21.265, -16.837, 8.286], [-21.961, -16.854, 6.613], [-20.252, -16.890, 6.796]], "e_lumo_ha": 0.01031, "homo_ev": -10.845, "orbital_gap_ev": 11.13, "smiles": "CCOS(C)(=O)=O.CCOS(C)(=O)=O.CCOS(C)(=O)=O.CCOS(C)(=O)=O.CCOS(C)(=O)=O.CCOS(C)(=O)=O"}

=====

Energy relative to the best compared isomer or geometry (same formula, charge and spin) values (in kcal/mol) by entry order: 58.4 33.2 116.7 63.4 0.1 18.3.